[1]
DFT (ωB97M-V/def2-TZVPD) results for C40H26F5I2MoN5O2SSb as an isolated structure.

Summary:
Charge = +1
HOMO-LUMO gap (spin up / spin down) = 6.7 / 6.9 eV
LUMO energy (spin up / spin down) = -4.119 / -3.876 eV
Spin multiplicity = 3
⟨S²⟩ = 2.0254
Energy above the lowest of the compared OMol25 structures with the same formula, charge and spin = 0.593 eV
Strongest force on any atom = 0.011 Eh/bohr

The geometry in XYZ format:
```
83
Properties=species:S:1:pos:R:3:lowdin_charge:R:1
Mo 0.4479 -1.4266 1.4394 1.51
I 5.4465 -7.0736 0.6970 0.91
C 3.8247 -5.8288 1.0705 -0.74
C 2.5561 -6.2033 0.6496 -0.21
C 1.4754 -5.3648 0.8827 -0.63
I -0.4229 -5.9186 0.2522 1.01
C 1.6601 -4.1494 1.5387 -0.40
O 0.6174 -3.3317 1.7094 -0.31
C 2.9379 -3.7809 1.9729 -0.17
C 3.1229 -2.4777 2.6916 -0.11
N 2.7011 -1.3255 1.8467 -0.17
C 3.4489 -1.2311 0.5784 -0.15
C 2.7628 -1.9916 -0.5263 -0.26
C 3.4936 -2.5438 -1.5681 0.01
C 2.8308 -3.2482 -2.5579 -0.02
C 1.4570 -3.4028 -2.4668 -0.02
C 0.7942 -2.8329 -1.3979 -0.13
N 1.4284 -2.1133 -0.4636 -0.03
C 4.0129 -4.6253 1.7369 -0.10
H 2.4051 -7.1432 0.1385 0.09
H 2.5136 -2.4421 3.5999 0.14
H 4.1725 -2.3572 2.9758 0.13
H 2.8699 -0.4713 2.3724 0.12
H 3.5129 -0.1770 0.2970 0.11
H 4.4669 -1.6134 0.7023 0.14
H 4.5695 -2.4438 -1.5760 0.13
H 3.3836 -3.6972 -3.3711 0.12
H 0.8999 -3.9791 -3.1903 0.12
H -0.2667 -2.9771 -1.2523 0.09
H 5.0003 -4.3403 2.0751 0.11
O -0.0115 -0.8346 3.1996 -0.40
N -0.3405 -0.3903 4.3742 0.08
C -1.1410 0.6331 4.3565 -0.26
C -1.5553 1.2173 5.5938 -0.15
N -1.9015 1.7192 6.5653 0.20
C -1.6345 1.1775 3.1277 -0.11
N -1.9989 1.5808 2.1146 0.20
S 0.9014 0.8108 0.5951 0.22
Sb -0.6316 2.2486 -0.4495 1.41
C 0.4669 2.5677 -2.2128 -0.38
C 0.7545 3.8585 -2.6372 -0.10
C 1.4960 4.0565 -3.7955 -0.07
C 1.9445 2.9696 -4.5251 -0.07
C 1.6631 1.6776 -4.0988 -0.07
C 0.9325 1.4745 -2.9400 -0.14
C -0.5081 4.0384 0.6102 -0.38
C 0.6301 4.3250 1.3553 -0.13
C 0.7216 5.5357 2.0231 -0.07
C -0.3177 6.4519 1.9456 -0.06
C -1.4505 6.1640 1.2006 -0.06
C -1.5500 4.9541 0.5297 -0.11
C -2.5970 2.0278 -1.1687 -0.34
C -2.7234 1.9231 -2.5507 -0.12
C -3.9808 1.9458 -3.1307 -0.06
C -5.1103 2.0658 -2.3393 -0.06
C -4.9849 2.1743 -0.9637 -0.06
C -3.7308 2.1585 -0.3712 -0.13
H 0.4070 4.7173 -2.0735 0.10
H 1.7194 5.0622 -4.1248 0.11
H 2.5184 3.1260 -5.4283 0.11
H 2.0142 0.8304 -4.6714 0.11
H 0.7312 0.4631 -2.6040 0.08
H 1.4389 3.6078 1.4254 0.08
H 1.6028 5.7642 2.6065 0.11
H -0.2440 7.3942 2.4703 0.11
H -2.2597 6.8780 1.1435 0.11
H -2.4406 4.7347 -0.0471 0.10
H -1.8518 1.8410 -3.1861 0.10
H -4.0750 1.8620 -4.2042 0.12
H -6.0908 2.0749 -2.7947 0.11
H -5.8646 2.2790 -0.3434 0.11
H -3.6464 2.2524 0.7001 0.07
F -2.1644 -2.6391 2.8754 0.08
C -2.5438 -2.2421 1.6495 -0.24
C -1.6156 -1.6570 0.8063 -0.15
C -2.1095 -1.2836 -0.4270 -0.27
F -1.2737 -0.7117 -1.3417 -0.01
C -3.4174 -1.4798 -0.8383 -0.15
F -3.8152 -1.1400 -2.0618 0.13
C -4.3139 -2.0599 0.0470 -0.13
F -5.5766 -2.2509 -0.3094 0.14
C -3.8723 -2.4425 1.3060 -0.14
F -4.7226 -3.0004 2.1606 0.14
```

[2]
DFT (ωB97M-V/def2-TZVPD) results for C40H28AsN3O7SV as an isolated structure at a distorted geometry.

Summary:
Charge = -1
HOMO-LUMO gap (spin up / spin down) = 7.1 / 7.1 eV
LUMO energy (spin up / spin down) = 2.108 / 2.110 eV
Spin multiplicity = 3
⟨S²⟩ = 2.0163
Energy above the lowest of the compared OMol25 structures with the same formula, charge and spin = 2.537 eV
Strongest force on any atom = 0.083 Eh/bohr

The geometry in XYZ format:
```
81
Properties=species:S:1:pos:R:3:lowdin_charge:R:1
V 0.3168 0.0006 -0.3237 0.70
O -2.1045 2.3879 4.9619 0.04
C -1.5855 1.8427 3.8034 -0.22
C -0.5830 0.8353 3.8121 0.06
C -0.0725 0.3867 2.6375 -0.18
N -0.5424 0.7908 1.4244 0.05
C -1.5295 1.7422 1.4147 -0.15
C -2.1236 2.2532 2.5279 0.10
C -1.7863 2.1114 -0.0128 -0.55
O -2.5909 3.0001 -0.2595 0.05
O -1.0481 1.4777 -0.9248 -0.15
C 1.1308 -0.4880 2.4353 -0.47
O 1.8801 -0.8186 3.3522 0.06
O 1.2276 -0.9374 1.1032 -0.25
H -1.5701 2.1057 5.7446 0.13
H -0.1995 0.4011 4.7724 0.15
H -2.8399 3.0337 2.3674 0.13
S 2.0784 -0.5548 -1.8544 0.65
C 3.5860 -0.5825 -0.9101 -0.64
C 4.3576 -1.8159 -0.8634 -0.08
C 5.6940 -1.6822 -0.4552 -0.10
C 6.1736 -0.4281 -0.0599 -0.12
C 5.3457 0.6837 0.1060 -0.11
C 3.9990 0.6419 -0.2930 -0.34
As 2.3866 1.7911 0.2362 1.36
C 3.2886 3.0197 1.4084 -0.36
C 3.3358 4.4217 1.2233 -0.10
C 3.6777 5.2136 2.2892 -0.10
C 4.1863 4.6587 3.4815 -0.10
C 4.1524 3.2917 3.6845 -0.09
C 3.6865 2.4608 2.6554 -0.10
C 2.2461 2.9546 -1.3062 -0.41
C 3.2260 3.0145 -2.3440 -0.06
C 3.2356 4.1494 -3.1822 -0.10
C 2.1607 4.9877 -3.2125 -0.13
C 1.1076 4.7831 -2.3729 -0.08
C 1.2133 3.8603 -1.3130 -0.12
H 3.9228 -2.7504 -1.0449 0.08
H 6.3581 -2.5704 -0.4455 0.10
H 7.2103 -0.3384 0.1254 0.07
H 5.7545 1.6015 0.4043 0.08
H 3.3632 4.8062 0.2097 0.10
H 3.5959 6.2731 2.1714 0.09
H 4.3878 5.3069 4.3333 0.10
H 4.3016 2.8687 4.6610 0.10
H 3.6826 1.3887 2.8049 0.09
H 3.9815 2.2240 -2.4755 0.10
H 4.1778 4.4511 -3.6469 0.10
H 2.1641 5.8053 -3.8997 0.09
H 0.2065 5.4031 -2.3309 0.11
H 0.4468 3.6794 -0.5677 0.09
O -0.4435 -1.3204 -3.3308 0.02
C -1.1915 -1.6954 -2.4612 -0.50
N -2.4295 -2.4231 -2.5677 0.10
C -3.0244 -2.7442 -1.2999 -0.30
C -2.1061 -1.8956 -0.3384 -0.37
O -2.4428 -1.5589 0.8025 0.05
N -0.9704 -1.4579 -1.0604 0.04
C -4.5396 -2.4941 -1.1804 -0.12
C -5.5102 -3.4059 -0.7908 -0.03
C -6.8523 -3.2024 -1.1578 -0.08
C -7.3011 -1.9906 -1.7152 -0.08
C -6.3171 -1.0054 -2.0167 -0.06
C -4.9800 -1.2438 -1.6530 -0.02
C -2.7406 -4.2157 -0.9840 -0.14
C -2.2671 -5.1118 -1.9750 -0.01
C -1.9318 -6.4228 -1.6207 -0.10
C -2.0157 -6.9210 -0.3183 -0.11
C -2.4515 -6.0542 0.6990 -0.08
C -2.9025 -4.7512 0.3260 -0.04
H -2.9500 -2.3620 -3.4806 0.18
H -5.2772 -4.3436 -0.2205 0.12
H -7.5041 -4.0280 -0.9659 0.08
H -8.2750 -1.6708 -1.8345 0.06
H -6.6250 -0.0983 -2.5238 0.10
H -4.2666 -0.4738 -1.8664 0.11
H -2.0198 -4.7449 -2.9966 0.12
H -1.6605 -7.1020 -2.3746 0.08
H -1.8150 -7.9697 -0.0130 0.10
H -2.4610 -6.3124 1.7826 0.11
H -3.3982 -4.1230 1.0837 0.12
```